Record 1
ORCA calculation (ωB97M-V with the def2-TZVPD basis set) on a cluster of 2 separate species, C3H3NO2 in total in a non-equilibrium geometry.

Geometry as XYZ:
```
9
Properties=species:S:1:pos:R:3:forces:R:3
O -1.0071 0.5129 -1.1032 0.17 -0.13 -0.05
C -0.2366 -0.5418 -1.0519 0.08 -0.16 -0.17
C 0.1552 -1.5076 -1.9775 -0.12 0.00 -0.06
O 0.5044 -0.9798 -0.1476 -0.30 0.20 -0.18
C 0.6558 1.2652 2.1737 -0.48 0.27 -0.47
N -0.0420 1.3840 1.2715 0.52 0.17 0.91
H -0.8629 1.0760 -0.3093 0.09 -0.30 0.07
H -0.4589 -2.4117 -1.8873 0.07 0.06 0.07
H 1.2920 1.2027 3.0316 -0.02 -0.11 -0.11
```
Forces are in eV/Å.

Values from the calculation:
Frontier orbital gap: 0.3480 Eh
Energy: -321.19865 a.u.
LUMO: 0.472 eV
ΔE to the lowest compared entry with this formula, charge and spin: 4.871 eV
HOMO level: -9.00 eV

***

Record 2
ORCA calculation (ωB97M-V with the def2-TZVPD basis set) on the molecule C23H22N2O5S in a non-equilibrium geometry.

Geometry as XYZ:
```
53
Properties=species:S:1:pos:R:3:forces:R:3
C -7.4019 -0.7709 -0.1876 -0.33 0.08 -0.26
O -6.0312 -0.7644 0.1806 0.35 -0.05 0.21
C -5.1931 -0.1991 -0.7022 -0.24 0.08 -0.24
O -5.5623 0.2769 -1.7478 0.02 -0.05 0.11
C -3.7814 -0.2295 -0.2492 0.31 0.01 0.09
C -2.8109 0.3311 -1.0762 -0.24 -0.04 0.01
C -1.4840 0.3208 -0.6954 0.01 -0.14 0.06
C -1.1061 -0.2485 0.5162 0.08 -0.01 0.01
C 0.3317 -0.1907 0.9613 -0.14 -0.31 -0.19
O 0.5939 0.9822 1.7201 0.21 0.49 0.15
C 0.4634 2.1631 1.0132 0.11 0.20 -0.19
C -0.6825 2.9261 1.1882 0.06 -0.07 0.11
C -0.8458 4.1117 0.4950 0.01 -0.07 0.02
C 0.1321 4.5345 -0.3925 0.00 0.07 -0.07
C 1.2769 3.7841 -0.5679 -0.02 -0.13 0.10
C 1.4692 2.5934 0.1341 -0.62 0.18 0.23
C 2.6825 1.8118 -0.0262 0.45 -0.40 0.07
N 3.4347 2.0058 -1.0359 -0.82 0.50 0.10
N 4.5296 1.2706 -1.2340 0.97 -1.08 0.48
S 5.2290 0.1214 -0.1981 0.03 0.37 -0.56
O 6.3788 -0.3216 -0.9279 -0.13 -0.05 -0.18
O 5.4044 0.6545 1.1192 -0.41 -0.11 -0.02
C 3.9884 -1.1636 -0.1513 0.35 0.54 0.06
C 3.6580 -1.7367 1.0601 0.06 0.07 0.15
C 2.6791 -2.7147 1.1003 0.08 -0.03 -0.15
C 2.0219 -3.1089 -0.0608 0.09 0.02 0.06
C 0.9220 -4.1225 -0.0145 -0.03 0.03 0.00
C 2.3811 -2.5214 -1.2715 0.12 0.07 0.06
C 3.3684 -1.5537 -1.3224 -0.08 -0.06 -0.17
C -2.0785 -0.8004 1.3427 0.13 0.03 -0.07
C -3.4075 -0.7971 0.9660 -0.14 0.04 -0.10
H -7.7630 0.2505 -0.3247 0.00 -0.10 0.02
H -7.5412 -1.3189 -1.1218 -0.02 0.04 0.09
H -7.9333 -1.2589 0.6254 0.04 0.02 -0.03
H -3.1197 0.7707 -2.0123 -0.03 0.03 -0.08
H -0.7330 0.7585 -1.3373 0.08 0.05 -0.07
H 0.9965 -0.2402 0.0871 -0.03 -0.03 0.13
H 0.5660 -1.0158 1.6375 -0.02 0.07 -0.15
H -1.4394 2.5742 1.8729 -0.06 -0.07 0.06
H -1.7396 4.6993 0.6406 -0.08 0.05 0.02
H 0.0011 5.4548 -0.9416 0.01 0.08 -0.04
H 2.0552 4.1031 -1.2427 0.07 0.08 -0.07
H 2.9069 1.0809 0.7489 -0.02 0.05 -0.03
H 5.1064 1.5698 -2.0044 0.14 -0.17 0.08
H 4.1643 -1.4001 1.9509 0.00 0.00 0.16
H 2.4194 -3.1727 2.0433 -0.03 -0.04 0.10
H -0.0438 -3.6178 -0.0618 -0.11 -0.03 0.00
H 0.9609 -4.7005 0.9047 -0.04 -0.07 0.05
H 0.9852 -4.8005 -0.8623 -0.04 -0.08 -0.04
H 1.8800 -2.8256 -2.1784 -0.04 -0.03 -0.11
H 3.6580 -1.0961 -2.2551 -0.04 0.05 -0.15
H -1.7862 -1.2307 2.2893 0.03 -0.06 0.12
H -4.1605 -1.2284 1.6064 -0.05 -0.04 0.05
```
Forces are in eV/Å.

Values from the calculation:
Frontier orbital gap: 0.3249 Eh
Energy: -1773.51566 a.u.
LUMO: 0.268 eV
ΔE to the lowest compared entry with this formula, charge and spin: 3.977 eV
SMILES: COC(=O)c1ccc(COc2ccccc2/C=N/NS(=O)(=O)c2ccc(C)cc2)cc1
HOMO level: -8.57 eV

***

Record 3
ORCA calculation (ωB97M-V with the def2-TZVPD basis set) on a structure of composition C43H49Cl3CuGeN4O8S in a non-equilibrium geometry.

Geometry as XYZ:
```
110
Properties=species:S:1:pos:R:3:forces:R:3
Cu -0.9649 9.2170 20.7509 -1.01 -0.64 0.57
Cl 3.4338 10.8494 19.8823 -0.25 -0.28 -0.21
C 2.1539 11.7393 20.7472 0.37 -0.21 -0.53
Cl 2.8209 12.1993 22.2706 0.19 0.12 1.03
Cl 1.7926 13.2063 19.8408 -0.26 0.39 -0.48
C 0.8052 10.9892 20.9008 -0.90 1.15 1.08
O 0.1160 11.3229 21.8682 0.48 -0.34 -0.15
O 0.4189 10.2266 19.9813 1.33 -0.14 -1.11
O 1.1316 4.1123 19.4203 -1.45 -0.10 0.19
C 2.0165 5.0969 19.5228 1.73 1.14 -0.56
C 3.3974 4.8321 19.8360 -3.17 -1.37 -0.87
C 4.3009 5.8250 19.7373 1.84 -0.02 1.11
C 3.9384 7.1480 19.6621 -1.14 0.01 -0.99
C 2.6347 7.4360 19.2882 2.16 0.64 0.76
C 1.7327 6.4364 19.1501 -1.56 -1.56 0.19
C 0.4273 6.7488 18.5770 -0.13 0.93 -0.56
O -0.4416 5.9150 18.4379 -0.44 -0.19 -0.21
O 0.2876 8.0366 18.1748 -0.47 -1.07 1.01
H 0.2062 4.4855 19.1553 1.84 -0.08 0.19
H 3.6257 3.7961 20.0304 0.37 -0.08 -0.06
H 5.3558 5.5626 19.8472 -0.21 0.13 0.15
H 4.6554 7.9032 19.7989 0.80 0.94 -0.04
H 2.3493 8.4437 19.1035 -0.32 0.54 -0.03
C -0.0371 7.6583 24.1592 -0.24 -1.23 0.80
S -0.0211 6.9152 22.5108 0.66 1.33 0.37
O 0.4502 8.1409 21.7008 -0.42 -0.40 -0.41
C 1.5244 6.0934 22.7606 0.24 -2.43 -0.59
C 2.7138 6.7639 22.8342 1.76 -0.63 0.86
C 3.9195 6.0636 23.0070 -1.47 -1.13 0.14
C 3.9316 4.6523 23.0993 0.80 1.69 0.02
C 2.7682 3.9739 22.9742 -2.28 2.03 -0.94
C 1.5827 4.6760 22.7205 0.10 1.56 0.50
H -0.3725 6.9081 24.9083 0.65 0.20 -0.44
H -0.6995 8.4845 24.3094 -0.64 0.61 -0.74
H 0.9881 7.9864 24.2720 0.08 0.01 0.41
H 2.8223 7.8142 22.8549 -0.40 1.09 -0.28
H 4.7928 6.6546 23.0783 0.95 0.26 0.04
H 4.8321 4.0798 23.1771 0.60 0.07 0.17
H 2.6849 2.9649 22.8081 0.29 -2.43 0.12
H 0.6910 4.1782 22.4254 -0.61 -0.65 0.06
C -0.9266 9.9798 12.1977 1.13 0.04 0.89
C -0.6368 9.5288 13.6413 -0.27 -0.70 -1.55
C -1.2222 10.3487 14.7582 -1.25 0.71 1.03
C -1.3212 9.5371 16.0384 -0.43 -0.65 1.05
Ge 0.3734 8.6676 16.4897 -0.35 -0.27 0.06
C 1.8254 9.9058 16.5592 -0.28 0.96 -1.50
C 3.2177 9.4483 16.1811 0.24 0.57 -0.26
C 3.3836 8.8486 14.7766 -0.79 0.37 0.22
C 4.8231 8.7545 14.4166 1.33 0.98 -0.77
H -0.6903 9.0881 11.6080 0.36 0.74 -0.58
H -0.3364 10.8908 12.0196 -0.11 -0.46 -0.66
H -1.9515 10.2029 12.0228 -0.99 0.21 0.05
H 0.4496 9.5308 13.7457 0.15 -0.07 0.12
H -0.9010 8.4501 13.5705 -0.25 0.55 1.12
H -2.3133 10.7271 14.6146 2.00 -0.23 -0.46
H -0.5114 11.1921 15.0184 -1.10 -0.49 -0.69
H -2.1443 8.7907 16.0539 0.54 0.17 -0.44
H -1.5997 10.1917 16.8709 0.31 0.10 0.10
H 0.7134 7.3799 15.7698 -0.06 -0.29 -0.47
H 1.8497 10.3103 17.5364 -0.12 0.29 1.31
H 1.5311 10.7871 15.9440 0.21 -0.48 0.08
H 3.5320 8.7030 16.9144 0.35 0.09 0.03
H 3.8484 10.3658 16.2761 -0.02 -0.82 -0.02
H 2.7797 9.3937 14.0254 0.39 0.02 0.29
H 2.9976 7.8522 14.7912 -0.60 -0.78 -0.01
H 5.2767 9.7570 14.5098 0.01 -0.30 -0.25
H 5.0799 8.3557 13.4232 -0.47 0.22 0.16
H 5.3699 8.1398 15.1035 0.19 -0.46 0.63
O -2.6277 6.8295 19.8777 -0.15 -0.63 -0.79
C -2.9758 7.1522 20.9775 0.27 1.98 2.27
N -3.9903 6.6817 21.7765 -0.50 -0.79 0.39
C -4.2684 7.5805 22.8898 -0.87 1.95 0.02
C -3.0977 8.5527 22.8162 1.41 0.62 -0.84
O -2.8763 9.4658 23.6085 -0.30 -0.97 -0.84
N -2.3544 8.2035 21.7153 -0.39 -0.09 -0.19
C -4.1958 7.0857 24.3159 0.63 -1.68 0.32
C -4.8185 7.6765 25.3865 -1.53 0.59 0.17
C -4.7026 7.1681 26.6900 -1.57 1.67 0.38
C -3.8484 6.1606 26.9415 1.23 -1.67 1.06
C -3.1064 5.5967 25.9001 0.08 -0.32 0.38
C -3.3215 6.0199 24.6130 0.40 -0.44 -1.87
C -5.5592 8.4100 22.5982 -0.28 -0.62 -0.32
C -5.6511 9.6885 22.0469 0.89 0.20 0.47
C -6.8891 10.2285 21.7528 -1.10 0.91 0.00
C -8.0755 9.5133 21.9283 -0.28 0.94 -0.33
C -7.9617 8.2470 22.4666 -2.17 -0.41 -0.66
C -6.7509 7.7143 22.7877 1.44 -0.68 0.48
H -4.6986 6.0585 21.4035 0.20 0.29 0.08
H -5.5569 8.4647 25.2030 0.45 -0.13 0.10
H -5.3428 7.5716 27.5261 0.81 -0.28 -1.14
H -3.7515 5.7229 27.9541 -0.04 0.45 -0.67
H -2.3974 4.8023 26.1384 -0.23 0.11 -0.26
H -2.8540 5.4980 23.7255 -0.30 0.61 1.21
H -4.7725 10.3306 21.9469 -0.12 -0.30 -0.05
H -6.9983 11.2866 21.4801 0.41 -0.48 -0.19
H -9.0840 9.9709 21.6586 1.56 -0.74 0.46
H -8.8976 7.6751 22.5161 0.56 -0.03 0.39
H -6.5933 6.7306 23.2302 -0.71 0.01 -0.10
C -5.2366 10.7890 17.5150 0.24 -0.89 -0.21
N -4.1845 10.8992 18.5199 1.92 -0.74 1.09
C -3.6070 12.0497 19.0675 -0.46 -0.02 -0.51
C -2.5239 11.6171 19.7935 0.15 0.57 0.81
N -2.4134 10.2239 19.7538 -0.85 1.52 -0.70
C -3.4089 9.8350 18.9921 -0.90 0.49 -1.49
H -5.4814 9.6928 17.4838 -0.07 1.14 -0.16
H -4.8930 11.1136 16.4950 -0.26 -0.21 1.04
H -6.1062 11.3692 17.8444 0.15 -0.22 -0.23
H -4.0621 13.0571 18.8599 0.81 -1.32 0.42
H -1.8518 12.2079 20.4419 -0.47 -0.49 -0.61
H -3.5419 8.8325 18.5814 -0.06 0.22 0.51
```
Forces are in eV/Å.

Values from the calculation:
Frontier orbital gap (alpha / beta): 0.3134 / 0.3041 Eh
Energy: -7985.10520 a.u.
LUMO (alpha / beta): 0.403 / 0.151 eV
ΔE to the lowest compared entry with this formula, charge and spin: 1.190 eV
2S+1: 2
HOMO level (alpha / beta): -8.12 / -8.12 eV

***

Record 4
ORCA calculation (ωB97M-V with the def2-TZVPD basis set) on a cluster of 2 separate species, C4H11S in total in a non-equilibrium geometry.

Geometry as XYZ:
```
16
Properties=species:S:1:pos:R:3:forces:R:3
C 0.1671 -3.7083 2.0314 1.12 1.27 -2.42
C 0.3798 -3.0452 0.5679 -0.16 0.44 1.21
H -0.9269 -3.7146 2.1912 0.85 -0.41 0.59
H 0.7025 -4.6626 1.9374 -0.91 -0.26 0.28
H 0.8049 -3.1641 2.7540 -1.01 0.09 -0.06
H -0.0928 -2.0613 0.3831 -0.36 -0.61 0.43
H 0.0573 -3.7362 -0.2108 0.07 0.04 0.02
H 1.4170 -2.7619 0.4228 0.39 -0.51 -0.08
C -0.1652 4.0576 -1.5975 0.25 1.17 -0.38
C -0.5114 2.7611 -0.8563 -1.60 -0.18 1.59
S -0.0477 1.2179 -1.7026 0.07 0.08 -0.08
H 0.2099 4.9216 -0.9857 0.01 -0.95 0.08
H 0.5877 3.8359 -2.3560 0.24 -0.06 0.20
H -0.9325 4.5816 -2.1730 -0.66 -0.59 -0.04
H -0.0102 2.8329 0.1375 -0.10 -0.20 -0.55
H -1.6395 2.6455 -0.5434 1.79 0.69 -0.79
```
Forces are in eV/Å.

Values from the calculation:
Frontier orbital gap: 0.2070 Eh
Energy: -557.17498 a.u.
Total charge: -1
LUMO: 3.510 eV
ΔE to the lowest compared entry with this formula, charge and spin: 1.300 eV
HOMO level: -2.12 eV

***

Which value of energy does entry 2 give? -1773.51566 a.u.

***

Among the records above, which one has the lowest energy? C43H49Cl3CuGeN4O8S

***

The highest ΔE to the lowest compared entry with this formula, charge and spin belongs to which entry? C3H3NO2